No. 1
# C21H13MnN5O8S3

A structure of composition C21H13MnN5O8S3 (ωB97M-V with the def2-TZVPD basis set, OMol25).

Geometry as XYZ:
```
51
Properties=species:S:1:pos:R:3:mulliken_charge:R:1
Mn -0.336 0.532 -0.487 0.631
O 2.034 0.421 -3.904 -0.852
C 1.494 0.437 -2.801 0.558
O 0.270 0.724 -2.534 -0.793
C 2.352 0.283 -1.555 0.577
C 3.721 0.088 -1.526 -0.841
C 4.352 0.065 -0.289 -0.452
C 3.617 0.247 0.875 -0.596
C 2.250 0.428 0.764 0.271
N 1.668 0.443 -0.429 0.921
C 1.274 0.658 1.915 0.061
O 1.729 0.732 3.057 -0.847
O 0.068 0.790 1.533 -0.448
H 4.250 -0.041 -2.459 0.555
H 5.423 -0.097 -0.232 0.365
H 4.060 0.237 1.861 0.515
N 0.926 3.425 -2.116 -0.420
C 0.118 3.689 -1.058 0.517
N -0.491 2.788 -0.356 0.321
C -1.276 3.391 0.636 -0.265
C -2.091 2.728 1.552 -0.192
C -2.817 3.477 2.459 -1.013
C -2.746 4.871 2.486 -0.404
C -1.936 5.544 1.589 -0.470
C -1.214 4.790 0.675 0.588
S -0.139 5.358 -0.570 -0.430
H 0.693 2.516 -2.533 0.212
H 1.051 4.175 -2.774 0.278
H -2.151 1.653 1.523 0.322
H -3.462 2.961 3.159 0.373
H -3.327 5.431 3.210 0.337
H -1.870 6.626 1.596 0.343
O -4.756 0.320 0.213 -0.625
S -3.662 -0.058 -0.708 0.144
N -2.368 0.612 -0.625 -0.193
O -2.511 -2.138 0.602 -0.726
C -1.419 -2.476 0.183 0.245
N -0.396 -1.695 -0.275 -0.035
S 0.878 -2.584 -0.741 1.077
O 1.144 -2.450 -2.152 -0.674
O 2.014 -2.444 0.140 -0.640
C 0.164 -4.170 -0.422 0.304
C 0.688 -5.438 -0.592 -0.559
C -0.101 -6.508 -0.190 -0.496
C -1.363 -6.298 0.367 -0.441
C -1.869 -5.014 0.520 -0.557
C -1.081 -3.953 0.109 -0.191
H 1.670 -5.586 -1.022 0.430
H 0.269 -7.520 -0.306 0.361
H -1.951 -7.151 0.686 0.357
H -2.844 -4.819 0.948 0.497
```

Summary:
- Net charge: -2
- ⟨S²⟩: 0.8301
- Energy above the lowest of the compared OMol25 structures with the same formula, charge and spin: 2.0 kcal/mol
- Spin multiplicity: 2
- Electronic energy: -109648.9101 eV

---

No. 2
# C21H14BrIrN5OS

A structure of composition C21H14BrIrN5OS at a distorted geometry (ωB97M-V with the def2-TZVPD basis set, OMol25).

Geometry as XYZ:
```
44
Properties=species:S:1:pos:R:3:mulliken_charge:R:1
Ir -0.864 0.575 -1.777 0.711
N 0.685 -3.568 7.509 -0.405
C 0.478 -3.079 6.498 -0.174
C 0.220 -2.445 5.258 0.566
C -0.726 -2.979 4.379 -0.905
C -0.955 -2.360 3.164 -0.216
C -0.238 -1.213 2.802 -0.111
C 0.686 -0.678 3.709 -0.505
C 0.918 -1.279 4.930 -0.894
C -0.432 -0.558 1.502 0.786
C -1.737 -0.233 1.088 0.471
C -2.900 -0.193 1.916 -0.356
C -3.946 0.208 1.122 -1.082
C -3.411 0.392 -0.178 -0.095
N -2.102 0.149 -0.201 -0.166
C 0.712 -0.194 0.776 0.039
C 2.078 -0.475 1.093 -0.355
C 2.846 0.284 0.249 -1.062
C 1.946 0.993 -0.588 -0.435
N 0.687 0.699 -0.302 -0.258
H -1.262 -3.878 4.652 0.487
H -1.657 -2.803 2.474 0.566
H 1.194 0.242 3.465 0.646
H 1.633 -0.855 5.622 0.486
H -2.921 -0.396 2.970 0.570
H -4.965 0.365 1.414 0.462
H -3.953 0.681 -1.062 0.462
H 2.419 -1.167 1.836 0.707
H 3.914 0.364 0.207 0.484
H 2.205 1.719 -1.341 0.656
O 0.233 -0.292 -5.029 -0.282
S -1.200 -0.974 -4.488 0.515
N -1.200 -0.929 -2.975 -0.229
Br -1.027 3.632 -2.536 0.004
C 0.125 2.689 -3.727 0.592
C 0.704 3.348 -4.812 -0.563
C 1.640 2.638 -5.586 -0.173
C 1.870 1.323 -5.334 -0.928
C 1.078 0.585 -4.296 0.372
N 0.306 1.427 -3.410 -0.122
H 0.452 4.374 -5.025 0.463
H 2.165 3.156 -6.377 0.464
H 2.549 0.729 -5.924 0.479
H 1.755 -0.025 -3.667 0.325
```

Summary:
- Net charge: +2
- ⟨S²⟩: 0.9684
- Energy above the lowest of the compared OMol25 structures with the same formula, charge and spin: 73.0 kcal/mol
- Spin multiplicity: 2
- Electronic energy: -115197.3531 eV

---

No. 3
# C21H14Cl2F5NO3Re

A structure of composition C21H14Cl2F5NO3Re (ωB97M-V with the def2-TZVPD basis set, OMol25).

Geometry as XYZ:
```
47
Properties=species:S:1:pos:R:3:mulliken_charge:R:1
Re -0.058 -0.345 -0.269 1.450
Cl 4.968 -0.052 4.983 -0.135
C 3.999 -0.133 3.576 0.111
C 4.600 -0.382 2.340 -0.382
C 3.846 -0.454 1.180 0.391
Cl 4.595 -0.760 -0.329 -0.149
C 2.468 -0.282 1.251 0.021
O 1.745 -0.362 0.110 -0.425
C 1.856 -0.028 2.493 0.655
C 0.451 0.169 2.602 0.167
O -0.368 0.124 1.651 -0.588
C 2.634 0.045 3.659 -1.174
H 5.672 -0.521 2.284 0.471
H 0.020 0.370 3.583 0.498
H 2.166 0.240 4.615 0.484
O -2.172 -0.346 -0.814 -0.445
C -3.058 0.639 -1.459 -0.641
C -3.469 1.713 -0.478 -0.651
C -2.270 2.296 0.293 -0.863
C -1.127 2.628 -0.620 0.964
C -0.974 3.915 -1.111 -0.895
C 0.019 4.207 -2.030 -0.345
C 0.852 3.187 -2.468 -0.836
C 0.660 1.927 -1.956 -0.105
N -0.293 1.642 -1.035 -0.040
H -2.679 -1.079 -0.443 0.288
H -3.904 0.085 -1.860 0.523
H -2.485 1.034 -2.294 0.307
H -4.193 1.322 0.237 0.385
H -3.975 2.497 -1.046 0.405
H -1.954 1.593 1.059 -0.075
H -2.582 3.204 0.805 0.562
H -1.648 4.687 -0.764 0.518
H 0.136 5.214 -2.408 0.455
H 1.633 3.359 -3.194 0.461
H 1.286 1.103 -2.277 0.468
F 0.277 -1.527 -2.307 -0.322
C -0.138 -2.662 -1.613 0.772
C -0.505 -2.332 -0.323 -0.593
C -0.969 -3.355 0.489 0.718
F -1.353 -3.108 1.736 -0.270
C -1.016 -4.655 0.004 0.147
F -1.430 -5.645 0.767 -0.244
C -0.621 -4.925 -1.307 0.644
F -0.675 -6.156 -1.750 -0.235
C -0.167 -3.913 -2.163 -0.214
F 0.199 -4.181 -3.398 -0.240
```

Summary:
- Net charge: +2
- ⟨S²⟩: 0.7549
- Energy above the lowest of the compared OMol25 structures with the same formula, charge and spin: 0.0 kcal/mol
- Spin multiplicity: 2
- Electronic energy: -70381.9178 eV

---

Question: What is the formula in the third record?
Answer: C21H14Cl2F5NO3Re